Entry 1:
This record from the Open Molecules 2025 dataset describes a cluster of 2 separate species, C4H13N3O in total. The level of theory is ωB97M-V with the def2-TZVPD basis set.

The SMILES is C/N=C\N.CNCO. For the total energy, the calculation gives -399.66740 Ha. The value obtained for the relative energy (zero: lowest compared OMol25 entry of this formula, charge and spin) is 209.7 kJ/mol. The multiplicity is 1. The highest occupied orbital energy is -9.096 eV. As for the net charge: 0.

Structure (XYZ):
```
21
Properties=species:S:1:pos:R:3:forces:R:3:mulliken_charge:R:1
C -2.54124 -1.27070 1.76770 0.0 0.1 0.0 -0.786
N -2.05482 -0.48159 0.64048 -0.2 -0.3 0.1 -0.546
C -1.61713 -1.09058 -0.36844 0.3 0.0 -0.5 0.191
N -1.46284 -2.50958 -0.51000 0.2 0.1 0.2 -0.626
H -3.57839 -0.99546 1.95748 0.0 0.1 0.0 0.268
H -1.96691 -0.98341 2.64624 0.0 -0.1 0.1 0.264
H -2.48132 -2.34581 1.60795 0.1 0.0 0.0 0.340
H -1.26120 -0.50505 -1.21997 -0.1 0.2 0.1 0.414
H -1.69229 -2.76181 -1.45840 -0.2 -0.1 -0.3 0.268
H -0.46274 -2.69577 -0.44872 0.0 -0.1 0.3 0.240
C 2.22045 2.28376 -1.50857 -0.1 0.1 0.0 -0.884
N 1.42594 1.20837 -0.93612 0.1 -0.2 0.0 -0.262
C 1.61833 1.08506 0.49990 -0.1 -0.1 -0.1 -0.419
O 0.97918 -0.07304 0.97066 0.3 0.1 0.1 -0.530
H 1.82629 3.24640 -1.17940 0.0 0.0 0.0 0.282
H 2.13937 2.25879 -2.59380 0.0 0.0 0.0 0.311
H 3.28417 2.24979 -1.23662 0.0 0.0 0.0 0.311
H 1.70010 0.31814 -1.34296 0.0 0.1 0.0 0.223
H 2.67416 0.98465 0.78110 0.0 0.0 0.0 0.317
H 1.21910 1.98872 0.97244 0.0 0.0 0.0 0.347
H 0.03176 0.08914 0.95906 -0.3 0.0 -0.1 0.276
```
Positions in Å, forces in eV/Å.

=====

Entry 2:
This record from the Open Molecules 2025 dataset describes a cluster of 2 separate species, C4H13N3O in total. The level of theory is ωB97M-V with the def2-TZVPD basis set.

For the total energy, the calculation gives -399.54031 Ha. The value obtained for the relative energy (zero: lowest compared OMol25 entry of this formula, charge and spin) is 543.4 kJ/mol. The multiplicity is 1. The highest occupied orbital energy (alpha / beta) is -7.192 / -6.737 eV. As for the net charge: 0.

Structure (XYZ):
```
21
Properties=species:S:1:pos:R:3:forces:R:3:mulliken_charge:R:1
C 1.04010 -0.42813 0.33519 1.9 0.2 1.1 -0.709
C -1.52951 -0.45838 -1.34809 2.1 -0.2 0.9 -0.472
C 3.26053 0.47612 -0.13372 0.1 0.0 0.1 -0.911
C -2.51882 -1.11455 -0.40427 0.0 0.0 0.0 -0.893
N -0.40109 1.28726 0.92259 0.2 0.5 0.2 -0.666
N 0.24390 0.18455 1.24049 -1.4 -0.3 -0.8 0.377
N 1.86205 0.33376 -0.50054 -1.0 0.0 -0.3 -0.286
O -1.53566 1.34983 1.77986 0.4 -0.3 0.2 -0.452
H -1.92686 2.20154 1.56386 0.1 0.0 0.0 0.377
H -0.22522 -0.41281 1.92548 0.0 0.1 -0.1 0.297
H 1.41712 1.22201 -0.70313 0.1 -0.1 -0.1 0.296
H -0.41826 -0.57168 -0.86426 -2.6 0.3 -1.5 0.150
H 1.42793 -1.38731 0.64319 0.0 0.0 0.1 0.531
H -1.51852 -0.93709 -2.32560 0.1 -0.1 0.0 0.382
H -1.76309 0.59244 -1.49440 0.1 0.1 0.0 0.240
H 3.69384 -0.51249 0.02346 0.0 0.0 0.0 0.305
H 3.41230 1.06952 0.77837 0.0 -0.1 0.0 0.296
H 3.79113 0.95002 -0.95981 0.0 0.0 0.1 0.332
H -2.29889 -2.17619 -0.28673 0.0 -0.1 0.0 0.255
H -3.54270 -1.01945 -0.77165 0.0 0.0 0.1 0.329
H -2.47027 -0.64897 0.57972 -0.1 0.0 0.0 0.222
```
Positions in Å, forces in eV/Å.

=====

Entry 3:
This record from the Open Molecules 2025 dataset describes a cluster of 2 separate species, C4H13N3O in total. The level of theory is ωB97M-V with the def2-TZVPD basis set.

The SMILES is [H]/N=C(\N)NCCC.O. For the total energy, the calculation gives -399.70557 Ha. The value obtained for the relative energy (zero: lowest compared OMol25 entry of this formula, charge and spin) is 109.5 kJ/mol. The multiplicity is 1. The highest occupied orbital energy is -9.683 eV. As for the net charge: 0.

Structure (XYZ):
```
21
Properties=species:S:1:pos:R:3:forces:R:3:mulliken_charge:R:1
H 3.27851 1.53149 -0.06031 0.1 -0.1 -0.1 0.219
N 2.60837 1.10955 -0.70322 0.3 0.2 -0.1 -0.671
C 1.44926 1.53314 -0.43005 -0.4 -0.2 -0.1 0.439
N 1.10428 2.38424 0.61384 0.0 0.5 -0.2 -0.484
N 0.29241 1.07083 -1.12863 0.0 -0.3 0.0 -0.421
C -0.13588 -0.24488 -0.62622 -0.4 -0.2 1.0 0.027
C -1.65161 -0.41182 -0.61770 0.0 0.2 -0.6 -0.404
C -2.09224 -1.87383 -0.54217 0.0 0.9 0.3 -1.186
H 0.17177 2.74728 0.48592 0.0 0.0 0.0 0.273
H 1.76512 3.14066 0.75499 0.0 -0.3 0.2 0.253
H 0.49258 0.97559 -2.11717 0.2 0.1 0.1 0.269
H 0.33641 -1.09118 -1.13142 0.1 0.2 -0.4 0.342
H 0.20881 -0.34057 0.40730 0.0 0.2 0.0 -0.254
H -2.02292 0.04983 -1.53869 -0.1 -0.1 -0.1 0.356
H -2.11934 0.16580 0.18899 0.3 -0.1 0.0 0.245
H -3.15703 -1.91037 -0.75552 -0.1 -0.4 0.2 0.343
H -1.55199 -2.48715 -1.24177 0.1 -0.2 -0.5 0.346
H -1.87075 -2.25516 0.44812 -0.2 -0.2 0.2 0.302
O 0.75913 -1.64554 2.81430 -0.2 -0.2 0.3 -0.649
H 0.98737 -1.54243 1.88936 0.2 0.1 -0.1 0.340
H 1.14775 -0.90547 3.29006 0.0 0.0 -0.2 0.314
```
Positions in Å, forces in eV/Å.

=====

Entry 4:
This record from the Open Molecules 2025 dataset describes a cluster of 2 separate species, C4H13N3O in total. The level of theory is ωB97M-V with the def2-TZVPD basis set.

For the total energy, the calculation gives -399.01543 Ha. The value obtained for the relative energy (zero: lowest compared OMol25 entry of this formula, charge and spin) is 178.1 kJ/mol. The multiplicity is 1. The highest occupied orbital energy is -17.679 eV. As for the net charge: +2.

Structure (XYZ):
```
21
Properties=species:S:1:pos:R:3:forces:R:3:mulliken_charge:R:1
C -0.47359 0.55462 -0.54144 0.6 0.7 3.4 -0.972
C -0.26549 -0.10245 -1.73915 -0.7 -1.6 -2.3 1.140
C 2.35032 0.70581 2.38298 1.2 -2.4 2.5 -0.870
C -2.32833 -1.46685 -1.27282 0.3 -1.6 -0.9 -0.770
N -1.08586 1.67052 -0.45414 0.4 -0.7 0.4 -0.068
N 1.35350 -0.35250 2.01877 1.2 0.4 0.9 -0.188
N -1.06234 -1.11202 -2.01833 -1.0 0.5 0.1 -0.155
O 0.72396 0.19484 -2.57565 -0.2 -0.1 1.2 -0.408
H 1.99418 1.45914 3.03295 -1.0 0.2 1.2 0.386
H 3.20275 0.15139 2.89832 -0.7 1.3 -1.2 0.353
H 2.46354 1.23330 1.52171 1.6 1.1 -2.6 0.375
H -2.18690 -2.47844 -0.80482 -0.2 0.9 -0.7 0.305
H -2.57350 -0.79282 -0.49597 0.0 0.9 0.6 0.311
H -3.17982 -1.48531 -1.99637 0.8 -0.1 0.5 0.334
H -1.33427 2.19025 0.38746 0.4 -0.3 0.0 0.273
H -1.35258 2.05887 -1.30226 -1.3 1.6 -1.7 0.254
H 1.88807 -1.07207 1.44655 -1.7 1.0 0.5 0.391
H 0.57223 0.17514 1.67014 -0.6 -0.6 -1.9 0.237
H 0.94776 -0.72022 2.85623 0.2 -1.2 0.8 0.391
H -1.02563 -1.55206 -2.92823 0.6 0.0 -0.1 0.325
H 1.37202 0.74084 -2.08592 0.0 0.0 -0.7 0.356
```
Positions in Å, forces in eV/Å.

=====

Entry 5:
This record from the Open Molecules 2025 dataset describes a cluster of 3 separate species, C4H13N3O2 in total. The level of theory is ωB97M-V with the def2-TZVPD basis set.

For the total energy, the calculation gives -474.72676 Ha. The value obtained for the relative energy (zero: lowest compared OMol25 entry of this formula, charge and spin) is 656.8 kJ/mol. The multiplicity is 1. The highest occupied orbital energy (alpha / beta) is -6.779 / -6.776 eV. As for the net charge: 0.

Structure (XYZ):
```
22
Properties=species:S:1:pos:R:3:forces:R:3:mulliken_charge:R:1
C -0.82428 -0.03533 1.20863 0.3 2.1 -0.6 -0.605
C -0.99733 -1.80971 -1.36053 1.2 -1.8 2.8 -0.532
C 0.14345 -0.50353 2.24751 0.0 -0.1 0.1 -0.885
O -0.52719 -1.84277 -0.18542 -1.3 -0.3 -3.5 -0.482
H -1.11976 1.00772 1.27931 0.1 0.2 0.6 0.353
H -1.75993 -0.57452 1.15121 0.1 -0.4 -0.3 0.370
H -0.32392 -1.93335 -2.22142 -0.1 0.4 0.0 0.358
H -0.88306 -0.03823 -1.65836 1.6 1.8 0.3 0.190
H -2.07212 -1.93439 -1.53829 -0.1 0.3 0.1 0.388
H 0.43011 -1.54260 2.07201 -0.1 0.0 0.0 0.219
H 1.06494 0.07955 2.23433 0.0 0.1 0.0 0.242
H -0.27038 -0.43909 3.26320 0.1 0.0 -0.1 0.337
C 0.39978 1.12243 -0.45943 -0.6 -1.6 1.9 0.541
N 2.01073 -0.62078 -0.79708 -0.3 0.3 0.3 -0.541
N 0.33780 2.42578 0.00392 0.1 0.2 -0.2 -0.614
O 1.65568 0.64440 -0.22404 0.6 -0.2 -0.1 -0.290
N -0.19118 0.80724 -1.64024 -1.9 -1.1 -1.4 -0.490
H 1.30285 -1.28366 -0.45060 0.2 0.3 -0.1 0.365
H 1.88270 -0.51882 -1.80288 -0.1 0.1 0.1 0.299
H -0.58339 2.78911 0.19972 0.0 -0.2 0.0 0.273
H 0.98899 2.61229 0.75611 -0.1 -0.1 -0.1 0.243
H -0.66450 1.58826 -2.07762 0.1 0.1 0.1 0.260
```
Positions in Å, forces in eV/Å.

=====

Entry 6:
This record from the Open Molecules 2025 dataset describes a cluster of 2 separate species, C4H13N3S in total. The level of theory is ωB97M-V with the def2-TZVPD basis set.

For the total energy, the calculation gives -722.62883 Ha. The value obtained for the relative energy (zero: lowest compared OMol25 entry of this formula, charge and spin) is 105.2 kJ/mol. The multiplicity is 1. The highest occupied orbital energy is -7.361 eV. As for the net charge: 0.

Structure (XYZ):
```
21
Properties=species:S:1:pos:R:3:forces:R:3:mulliken_charge:R:1
C 2.44472 -1.14822 0.25836 -0.2 -0.6 0.6 -0.428
C 0.94291 -1.40893 0.38208 0.2 0.1 -0.2 -0.621
S 0.17535 -1.29143 -1.29243 0.6 -0.5 0.1 -0.673
N 2.71472 0.18495 -0.25162 0.1 0.0 -0.2 -0.599
H 2.80886 -1.99923 -0.33438 0.3 0.3 -0.3 0.262
H 2.93863 -1.22744 1.23489 -0.2 -0.1 0.1 0.352
H 0.49859 -0.71336 1.10454 -0.1 0.1 -0.2 0.283
H 0.78326 -2.41056 0.77941 0.1 -0.1 0.0 0.330
H 2.15557 0.30433 -1.08754 -0.1 0.0 -0.2 0.235
H 3.67873 0.24281 -0.55566 0.1 0.1 0.1 0.216
C -1.06839 2.37599 0.19781 -0.5 -0.2 0.0 -0.871
N -2.51640 -0.92330 -0.27105 -0.4 -0.9 0.0 -0.190
C -2.39676 0.32095 0.05957 0.5 1.3 0.3 0.317
N -1.27752 0.97942 -0.12110 -0.8 0.4 0.5 0.018
H -0.27036 2.47996 0.92618 0.2 0.1 -0.1 0.308
H -1.98385 2.78912 0.62095 0.0 0.1 0.0 0.290
H -0.84190 2.91472 -0.71757 0.2 0.2 0.0 0.310
H -1.62000 -1.39713 -0.66473 -0.2 0.1 -0.1 0.028
H -3.40274 -1.38015 -0.17086 -0.1 -0.1 0.1 0.206
H -3.21351 0.87476 0.51481 -0.2 -0.1 -0.1 0.302
H -0.54987 0.43276 -0.61167 0.6 -0.3 -0.4 -0.075
```
Positions in Å, forces in eV/Å.

=====

Entry 7:
This record from the Open Molecules 2025 dataset describes a cluster of 2 separate species, C4H13N3S in total. The level of theory is ωB97M-V with the def2-TZVPD basis set.

For the total energy, the calculation gives -722.28873 Ha. The value obtained for the relative energy (zero: lowest compared OMol25 entry of this formula, charge and spin) is 232.3 kJ/mol. The multiplicity is 2. The highest occupied orbital energy (alpha / beta) is -12.772 / -12.767 eV. As for the net charge: +1.

Structure (XYZ):
```
21
Properties=species:S:1:pos:R:3:forces:R:3:mulliken_charge:R:1
C 1.44679 -1.17281 1.56710 1.4 -0.4 0.5 -0.613
C 1.19307 -1.93287 0.46847 -0.2 0.6 -1.0 -0.020
N 2.15029 -2.29287 -0.44835 -0.4 -0.2 0.5 -0.502
N 0.74476 0.08649 1.75823 -1.1 -0.8 0.4 -0.028
H 2.26420 -1.33432 2.27124 0.4 0.4 -0.9 0.451
H 0.17420 -2.23478 0.21749 -0.2 0.6 -0.3 0.420
H 1.81910 -2.83952 -1.22790 0.1 -0.3 0.1 0.292
H 2.72731 -1.52423 -0.76763 0.3 -0.4 0.5 0.270
H 0.01184 0.15429 1.03209 -0.3 -0.1 0.8 -0.276
H 1.32069 0.86725 1.40830 0.1 -0.1 0.5 0.466
H 0.39476 0.26785 2.70623 -0.1 0.1 -0.2 0.359
C -1.88777 0.72861 -0.64305 -0.3 0.5 0.3 -0.588
C -0.57203 0.83970 -1.43345 -0.5 0.4 -0.1 -0.377
S 0.73703 1.78512 -0.59369 -0.2 0.2 -1.0 -0.080
N -2.53019 2.00254 -0.29458 0.7 -0.1 -0.5 -0.585
H -1.77187 0.20773 0.30973 0.2 -0.3 0.0 0.282
H -2.59121 0.13878 -1.23305 0.1 0.0 0.0 0.415
H -0.79116 1.34821 -2.38451 0.2 -0.3 0.2 0.362
H -0.20139 -0.17184 -1.64368 0.2 0.2 -0.1 0.251
H -2.82836 2.45806 -1.15276 -0.2 0.0 0.1 0.269
H -1.81004 2.61860 0.08380 -0.3 0.0 0.2 0.235
```
Positions in Å, forces in eV/Å.

=====

Entry 8:
This record from the Open Molecules 2025 dataset describes a cluster of 2 separate species, C4H13N4O in total. The level of theory is ωB97M-V with the def2-TZVPD basis set.

For the total energy, the calculation gives -454.21284 Ha. The value obtained for the relative energy (zero: lowest compared OMol25 entry of this formula, charge and spin) is 301.7 kJ/mol. The multiplicity is 1. The highest occupied orbital energy is -13.713 eV. As for the net charge: +1.

Structure (XYZ):
```
22
Properties=species:S:1:pos:R:3:forces:R:3:mulliken_charge:R:1
C 2.67535 0.54502 -1.50192 3.3 0.0 -2.7 -0.901
C 1.03508 1.01221 0.20921 -1.5 0.8 -3.0 0.300
N 1.90221 0.96138 1.25686 -2.0 -6.3 -2.0 -0.429
N 1.37430 0.36989 -1.00209 -2.9 1.6 3.0 0.011
N -0.11621 1.79397 0.30355 3.2 -1.7 1.6 -0.331
H 2.24078 -0.08161 1.34548 0.1 3.4 0.0 0.331
H 2.34360 1.74703 1.53494 1.9 2.7 1.6 0.220
H 0.60826 0.19240 -1.71449 1.3 0.4 1.7 0.364
H -0.79976 1.63016 -0.39481 -0.7 0.2 -0.7 0.279
H -0.41559 2.00490 1.26909 0.1 -0.2 -1.0 0.269
H 3.58259 0.25997 -0.87827 -1.6 -0.1 -0.4 0.288
H 2.90975 1.61843 -1.79814 -0.5 -1.1 0.2 0.308
H 2.68761 -0.09487 -2.46309 0.5 1.1 1.5 0.331
C -3.15759 -1.10470 -0.22701 0.4 -2.6 -3.8 -1.163
C -1.70882 -1.04382 0.14078 1.9 -3.3 2.8 0.694
O -0.78056 -0.74236 -0.57908 -1.3 0.8 -0.5 -0.595
N -1.28424 -1.77994 1.35619 -4.0 1.2 -1.2 -0.441
H -0.42179 -1.52871 1.77616 0.7 0.2 0.1 0.196
H -2.05403 -1.97132 2.04233 1.2 0.3 -0.9 0.259
H -3.18062 -1.04832 -1.42987 -0.2 0.3 2.9 0.282
H -3.88115 -0.52180 0.24336 -0.7 1.7 0.7 0.373
H -3.57168 -2.13668 -0.02800 0.9 0.8 -0.1 0.355
```
Positions in Å, forces in eV/Å.

=====

> relative energy (zero: lowest compared OMol25 entry of this formula, charge and spin) of number 8 (C4H13N4O)?

301.7 kJ/mol

=====

> net charge of number 6 (C4H13N3S)?

0

=====

> Look up the multiplicity of the second one.

1